No. 1
C27H20HfN5O5S3Sb as an isolated structure in a non-equilibrium geometry, computed with ωB97M-V/def2-TZVPD.

Output
Lowest unoccupied orbital energy (alpha / beta)   0.0789 / 0.0703 Eh
Expectation value of S²   0.77
DFT total energy   -3174.051680 Ha
Orbital gap (alpha / beta)   0.2051 / 0.2661 Ha
Energy above the lowest of the compared OMol25 structures with the same formula, charge and spin   0.962 eV

Geometry as ORCA input:
```
! RIJCOSX wB97M-V def2-TZVPD def2/J DEFGRID3
* xyz -1 2
Hf -0.53305 -0.01175 -0.03998
O -3.90100 -2.58659 1.44864
C -4.72546 -1.58397 1.81118
C -6.04609 -1.92834 2.10424
C -6.95863 -0.96172 2.47066
C -6.57513 0.37410 2.54993
C -5.27251 0.72084 2.25989
C -4.32564 -0.23916 1.89583
C -2.95900 0.18331 1.55870
O -2.11362 -0.73837 1.11735
N -2.61588 1.43595 1.64122
N -1.34460 1.57511 1.14553
C -0.71875 2.74070 1.16331
C 0.55622 2.79404 0.57153
C 1.33327 3.98075 0.55112
C 2.56325 3.98525 -0.03663
C 3.05351 2.80160 -0.62807
C 2.25926 1.68274 -0.58617
N 1.05404 1.64270 -0.00782
H -3.02572 -2.19155 1.25357
H -6.32340 -2.97032 2.03340
H -7.97817 -1.24863 2.69380
H -7.29025 1.13448 2.83049
H -4.94803 1.75058 2.29903
H -1.17805 3.62559 1.59056
H 0.92808 4.87123 1.01225
H 3.15825 4.88845 -0.04957
H 4.01891 2.76238 -1.10782
H 2.59100 0.75313 -1.03937
O 2.97048 -2.51443 -2.10438
C 2.23317 -3.63923 -2.00587
C 2.90218 -4.85030 -2.18951
C 2.21573 -6.04305 -2.11296
C 0.84881 -6.05588 -1.85666
C 0.18286 -4.86242 -1.68065
C 0.85058 -3.63811 -1.74686
C 0.07810 -2.39132 -1.55646
O 0.73048 -1.27953 -1.27996
N -1.21843 -2.46007 -1.68513
N -1.74517 -1.20638 -1.46712
C -2.94273 -0.90848 -1.79937
C -3.38377 0.46560 -1.67976
C -4.74815 0.76706 -1.70440
C -5.18852 2.07299 -1.66467
C -4.25102 3.10292 -1.63885
C -2.89901 2.83784 -1.63453
C -2.42720 1.51674 -1.61891
O -1.13272 1.27610 -1.55587
H 2.38125 -1.77704 -1.83056
H 3.96466 -4.81940 -2.38191
H 2.75020 -6.97375 -2.24689
H 0.31289 -6.99200 -1.78790
H -0.87742 -4.84457 -1.47644
H -3.61200 -1.66967 -2.20135
H -5.45964 -0.04798 -1.73781
H -6.24575 2.29481 -1.65577
H -4.58895 4.13155 -1.61345
H -2.16586 3.63263 -1.60240
S 3.79615 -2.47763 3.38491
Sb 2.83390 -1.59754 1.57005
S 0.40077 -2.28838 1.66443
S 0.77603 -0.36272 2.41098
*
```

=====

No. 2
C27H21AlF5O3S2Se2Te as an isolated structure in a non-equilibrium geometry, computed with ωB97M-V/def2-TZVPD.

Output
Lowest unoccupied orbital energy   0.0841 Eh
DFT total energy   -7876.411647 Ha
Orbital gap   0.2734 Ha

Geometry as ORCA input:
```
! RIJCOSX wB97M-V def2-TZVPD def2/J DEFGRID3
* xyz -1 1
Al 2.05502 0.54579 -0.25722
C 0.47586 -6.26119 2.71819
C 1.12185 -5.01711 2.18397
C 0.72860 -4.46660 0.97714
C 1.37161 -3.36008 0.44100
C 0.94229 -2.82845 -0.89098
C 2.42533 -2.77140 1.14643
Se 3.45043 -1.31992 0.34187
C 2.81780 -3.29439 2.38275
C 3.93400 -2.68095 3.16865
C 2.16054 -4.40922 2.87425
H -0.44576 -6.48231 2.18291
H 0.26745 -6.15804 3.78141
H 1.15291 -7.10891 2.59837
H -0.09361 -4.90697 0.42889
H 0.13193 -3.42038 -1.31343
H 1.78281 -2.81546 -1.58987
H 0.60413 -1.79004 -0.76997
H 3.67217 -1.65904 3.43748
H 4.83406 -2.63736 2.55460
H 4.13433 -3.25049 4.07496
H 2.45838 -4.81362 3.83089
F -3.39296 4.01461 4.08895
C -2.63144 3.15983 3.38421
C -2.94184 1.80278 3.34513
F -4.04761 1.34418 3.95551
C -2.10045 0.92784 2.68450
F -2.40434 -0.37718 2.65471
C -0.92936 1.34956 2.04352
Se 0.23852 0.02410 1.39225
C -0.69600 2.72514 2.01920
F 0.36027 3.22246 1.33255
C -1.52630 3.62131 2.67481
F -1.26057 4.93537 2.64950
O 2.75165 0.63874 -1.89595
S 3.56643 1.93789 -1.82991
O 2.83419 2.95223 -2.57022
O 4.91045 1.74068 -2.26334
S 3.50500 2.37610 0.12850
Te 0.57077 2.72275 -1.45876
C -1.56653 2.77451 -1.03717
C -2.13609 4.04084 -1.08983
C -3.44783 4.26374 -0.71758
C -4.22282 3.20588 -0.27444
C -3.68251 1.93087 -0.24432
C -2.37021 1.71702 -0.63275
C 0.15463 1.64960 -3.24533
C 0.24700 2.21149 -4.50873
C -0.09979 1.46820 -5.62571
C -0.54264 0.16260 -5.48691
C -0.59085 -0.41820 -4.23013
C -0.24115 0.32456 -3.11767
H -1.51504 4.86720 -1.41116
H -3.85933 5.26324 -0.76464
H -5.24232 3.36877 0.04695
H -4.27761 1.09543 0.09830
H -1.96647 0.71429 -0.57456
H 0.60187 3.22568 -4.61414
H -0.03105 1.90978 -6.61025
H -0.83921 -0.40934 -6.35562
H -0.89744 -1.44889 -4.11210
H -0.26317 -0.12954 -2.12964
*
```

=====

No. 3
C27H21BF2N6O3Re as an isolated structure in a non-equilibrium geometry, computed with ωB97M-V/def2-TZVPD.

Output
Lowest unoccupied orbital energy (alpha / beta)   -0.0378 / -0.0365 Eh
Expectation value of S²   0.78
DFT total energy   -1898.626282 Ha
Orbital gap (alpha / beta)   0.2043 / 0.2077 Ha
Energy above the lowest of the compared OMol25 structures with the same formula, charge and spin   1.315 eV

Geometry as ORCA input:
```
! RIJCOSX wB97M-V def2-TZVPD def2/J DEFGRID3
* xyz 0 2
Re 0.76059 -0.06489 0.35374
O 1.73329 1.68661 0.43184
C 1.36599 2.91461 0.55174
C 2.36309 3.91871 0.53934
C 2.04539 5.25091 0.57834
C 0.71239 5.65551 0.64174
C -0.28271 4.71111 0.67544
C -0.00231 3.33751 0.63644
C -1.08241 2.38781 0.58204
N -0.98861 1.06951 0.36204
C -2.25921 0.57891 0.25894
C -3.14461 1.59301 0.43834
N -2.40071 2.71981 0.63824
H 3.38359 3.58241 0.45424
H 2.82969 5.99051 0.54204
H 0.46179 6.70451 0.65114
H -1.30891 5.04571 0.70434
H -2.43851 -0.45359 0.03254
H -4.21441 1.59821 0.44104
H -2.76531 3.64721 0.77954
O 0.59469 -0.30869 2.48614
N -0.25271 -1.15889 2.88554
N -0.81911 -1.87439 1.99064
O -0.49571 -1.80219 0.69894
C -1.92221 -2.65069 2.37864
C -2.71331 -3.26139 1.41184
C -3.87551 -3.90879 1.79314
C -4.24451 -3.95559 3.12804
C -3.42731 -3.38139 4.09314
C -2.26471 -2.73139 3.72884
H -2.40971 -3.20639 0.37774
H -4.49981 -4.36939 1.04204
H -5.16441 -4.43909 3.41874
H -3.70321 -3.43039 5.13644
H -1.62101 -2.27399 4.46344
C 0.11569 2.52051 -4.81206
C 0.01059 2.89461 -3.48226
C 0.30779 1.99601 -2.48006
C 0.73909 0.69741 -2.77116
C 0.84759 0.33311 -4.12566
C 0.53449 1.23391 -5.11906
N 1.06249 -0.18459 -1.76306
N 1.61349 -1.29229 -2.18166
C 2.06159 -2.17319 -1.29696
C 2.09349 -3.52589 -1.70666
C 2.30819 -4.52099 -0.79976
C 2.52569 -4.21799 0.55804
C 2.63139 -2.91739 0.96334
C 2.48849 -1.82129 0.05814
H -0.11961 3.22411 -5.59556
H -0.28751 3.89991 -3.21976
H 0.24829 2.31781 -1.46006
H 1.18369 -0.66299 -4.36376
H 0.62839 0.94011 -6.15356
H 1.84549 -3.73179 -2.73716
H 2.29399 -5.55319 -1.11316
H 2.64469 -5.02259 1.26714
H 2.89009 -2.68849 1.98954
F 4.12559 -0.45399 1.41694
B 3.43799 -0.61549 0.28984
F 3.81929 0.20291 -0.68786
*
```

=====

No. 4
C27H21BrN3Pd as an isolated structure in a non-equilibrium geometry, computed with ωB97M-V/def2-TZVPD.

Output
Lowest unoccupied orbital energy (alpha / beta)   -0.1267 / -0.1669 Eh
Expectation value of S²   2.02
DFT total energy   -3907.357615 Ha
Orbital gap (alpha / beta)   0.2264 / 0.2181 Ha

Geometry as ORCA input:
```
! RIJCOSX wB97M-V def2-TZVPD def2/J DEFGRID3
* xyz 1 3
Pd -1.06813 0.06203 0.19793
C -1.03657 2.84681 -1.77554
C -1.10831 3.12327 -0.30533
C -0.96380 4.42927 0.16469
C -0.93514 4.69915 1.54033
C -1.04992 3.61593 2.38625
C -1.35149 2.36992 1.91927
N -1.28957 2.06614 0.59459
C -1.52051 1.19383 2.81307
C -1.51331 1.21767 4.17671
C -1.56465 0.03741 4.89719
C -1.53886 -1.16972 4.19303
C -1.44596 -1.13339 2.80205
N -1.53193 0.01554 2.14477
C -1.13561 -2.27038 1.91710
C -0.91174 -3.57997 2.34313
C -0.91368 -4.60357 1.40551
C -1.06818 -4.29259 0.05529
C -1.18518 -2.94708 -0.33754
C -1.37173 -2.60202 -1.76688
N -1.10760 -1.97528 0.58456
H -0.88281 3.77323 -2.34939
H -1.99583 2.38818 -2.05962
H -0.20847 2.13637 -1.93081
H -0.80960 5.21187 -0.57406
H -0.83952 5.68130 1.98302
H -0.93112 3.79653 3.51118
H -1.61883 2.16837 4.67106
H -1.59518 0.03621 5.99036
H -1.41977 -2.13360 4.71268
H -0.61470 -3.79324 3.36680
H -0.87608 -5.63265 1.74933
H -1.17731 -5.05287 -0.70763
H -1.61042 -3.45232 -2.40010
H -0.45550 -2.11946 -2.19505
H -2.10163 -1.80007 -1.87657
Br -0.85004 0.02545 -4.10098
C 0.98944 -0.22293 -3.65031
C 1.74472 -0.55501 -4.76410
C 3.14729 -0.61063 -4.73376
C 3.79709 -0.21725 -3.58713
C 3.05309 0.06631 -2.38839
C 3.79039 0.12645 -1.17206
C 3.14036 0.13322 0.05602
C 1.73029 0.21252 0.03929
C 1.00624 0.14269 -1.11651
C 1.57008 0.01910 -2.38960
H 1.22097 -0.85217 -5.67662
H 3.69397 -0.97201 -5.63637
H 4.90192 0.00108 -3.47335
H 4.86969 0.16078 -1.29831
H 3.69146 0.03577 1.02093
H 1.25166 0.19584 1.02985
*
```